98
Properties=species:S:1:pos:R:3:forces:R:3:mulliken_charge:R:1 method="wB97M-V/def2-TZVPD" gap_ev=5.97 total_energy_ha=-4117.32355 charge=-1
C 0.400227 -2.643449 0.548549 -0.4 0.5 0.0 -1.18
C -0.811029 -1.769586 0.226651 0.3 -0.1 0.6 0.74
C -2.024538 -2.130613 1.099470 0.3 0.4 -1.3 -0.81
O -2.208654 -1.126221 2.099034 0.5 -0.5 0.7 -0.06
Si -2.321220 -1.711663 3.658488 -1.6 -0.1 0.6 0.21
Cl -0.858909 -3.143254 4.108142 0.1 0.3 -0.1 -0.25
O -2.154518 -0.368562 4.652530 1.2 0.1 -1.0 -0.35
Si -1.043649 0.779003 4.242482 -0.1 -0.1 -0.3 0.45
S 0.823489 0.010001 3.506315 0.5 -0.1 0.2 -0.23
C -1.805223 2.060889 3.077360 -0.2 0.3 -0.2 -0.46
C -0.770099 2.822388 2.286979 0.6 0.7 0.2 0.02
O 0.037825 3.496581 2.906026 0.1 -0.3 -0.1 -0.61
N -0.669991 2.769146 0.888297 -0.8 -1.7 0.9 0.29
C 0.643982 2.300574 0.419438 0.3 0.9 -0.6 -0.54
C -1.784856 2.079961 0.219095 0.5 0.3 -0.7 -1.01
P -0.553795 1.813975 6.188827 -0.7 0.6 0.8 0.05
O 0.602051 2.914299 5.824656 0.0 -0.9 -0.1 -0.38
Cl 0.407357 0.249665 7.202969 0.1 0.1 -0.4 -0.28
C -4.026605 -2.502006 3.956743 -0.8 -0.1 0.7 0.51
O -4.801339 -1.844585 4.684873 0.4 0.4 -0.1 -0.69
O -4.248572 -3.603360 3.422258 0.5 -0.3 -0.6 -0.69
H 0.230233 -3.677681 0.255722 0.1 0.4 0.2 0.30
H 0.567644 -2.564024 1.621075 0.1 -0.2 0.2 0.19
H 1.289942 -2.245815 0.065730 0.2 -0.2 -0.2 0.46
H -0.538007 -0.747883 0.480745 -0.1 0.3 -0.1 -0.82
H -1.071323 -1.768682 -0.828554 0.0 -0.2 -0.2 0.58
H -2.885432 -2.171500 0.437624 -0.5 0.2 0.3 0.17
H -1.916540 -3.129794 1.513652 0.0 -0.1 0.3 0.56
H 0.850517 0.270820 2.189713 -0.5 0.1 0.1 -0.01
H -2.264744 2.789196 3.746026 -0.1 0.1 0.2 0.45
H -2.613549 1.626289 2.502862 0.0 -0.3 0.0 0.66
H 1.370329 2.225675 1.218282 0.0 0.2 0.3 0.37
H 0.585782 1.334546 -0.077090 -0.2 -0.2 0.0 0.35
H 1.007863 3.020577 -0.310362 0.2 -0.1 -0.1 -0.20
H -1.447181 1.821163 -0.779548 0.0 0.0 -0.2 0.44
H -2.612570 2.764960 0.072056 -0.3 0.0 0.3 0.31
H -2.087117 1.147999 0.686949 -0.1 -0.1 0.1 0.19
H 1.160660 2.566959 5.114059 0.2 0.3 -0.2 0.34
C 0.811228 7.468465 -0.528372 -0.1 0.1 0.1 -1.02
C 2.266073 7.198294 -0.885328 -0.1 0.1 0.2 -0.54
C 2.419691 6.585190 -2.282882 0.1 0.0 0.2 -0.43
C 1.710358 5.307251 -2.364960 0.0 0.1 -0.1 0.33
N 1.143423 4.309371 -2.400401 0.0 0.0 -0.1 -0.52
H 0.231462 6.544525 -0.497897 0.0 0.0 0.0 0.28
H 0.735317 7.930801 0.456025 0.0 0.0 0.0 0.41
H 0.352186 8.138630 -1.256342 0.0 0.0 0.0 0.21
H 2.702084 6.531925 -0.138595 0.1 0.0 -0.1 0.31
H 2.830329 8.132001 -0.848011 0.1 0.0 -0.1 0.32
H 3.473035 6.414424 -2.509056 0.0 -0.1 0.0 0.32
H 2.012466 7.254625 -3.041797 -0.1 0.0 0.0 0.31
C -3.577785 8.218802 -1.782265 0.0 0.0 0.0 -0.95
C -3.836657 8.638107 -3.225574 -0.1 0.0 0.3 -0.44
C -3.047829 7.800792 -4.238618 0.0 0.2 0.1 -0.43
C -1.607033 7.938695 -4.013913 0.0 -0.2 -0.1 0.23
N -0.480427 8.038841 -3.820508 0.1 0.1 0.0 -0.40
H -2.531921 8.360293 -1.506184 0.0 0.0 0.0 0.19
H -4.178984 8.817311 -1.098322 0.0 0.0 0.0 0.32
H -3.832928 7.169443 -1.625925 0.0 0.0 0.0 0.30
H -3.581120 9.692658 -3.345590 0.0 0.0 -0.1 0.30
H -4.901343 8.539954 -3.443994 0.0 0.0 -0.1 0.31
H -3.271406 8.122217 -5.255854 0.0 0.0 0.0 0.30
H -3.313365 6.746541 -4.152218 0.0 0.0 0.0 0.27
C 1.543681 -5.942836 2.803757 0.0 -0.1 0.0 -0.93
C 1.275160 -7.250569 2.065027 0.0 0.1 0.2 -0.17
C 1.854137 -7.267740 0.644962 -0.3 0.0 0.2 -0.28
C 1.256976 -6.197501 -0.154704 0.2 0.0 -0.2 0.30
N 0.801202 -5.343390 -0.771995 0.0 -0.5 -0.3 -0.50
H 1.072035 -5.095713 2.304066 0.0 0.0 0.0 0.01
H 1.141211 -5.984814 3.815533 0.0 0.0 0.0 0.37
H 2.615792 -5.745998 2.873662 0.0 0.0 0.0 0.33
H 0.196877 -7.420744 2.021646 0.0 0.0 -0.1 0.26
H 1.709775 -8.079787 2.629355 0.0 -0.1 -0.1 0.25
H 1.646362 -8.223463 0.164932 0.1 0.0 -0.1 0.01
H 2.935766 -7.128586 0.671362 0.0 0.1 0.0 0.32
C 3.085302 3.255292 -7.599801 -0.1 0.0 0.0 -1.16
C 2.164669 3.126036 -6.390899 0.1 0.1 -0.3 -0.53
C 2.927115 2.952110 -5.073541 -0.2 -0.2 -0.2 0.00
C 3.744729 1.735536 -5.111650 0.0 0.1 0.2 0.21
N 4.378109 0.778692 -5.146818 0.0 0.0 -0.1 -0.45
H 3.684619 2.355221 -7.742616 0.0 0.0 0.1 0.35
H 2.502741 3.406986 -8.509028 0.0 0.0 0.0 0.34
H 3.763449 4.103887 -7.487784 0.0 0.0 0.0 0.30
H 1.495401 2.276943 -6.539076 0.0 0.0 0.1 0.31
H 1.539924 4.018096 -6.317547 0.0 0.0 0.1 0.33
H 2.225744 2.880747 -4.242768 0.1 0.0 0.1 0.04
H 3.578574 3.808488 -4.893045 0.0 0.0 0.0 0.24
C 0.997941 -12.218086 3.128326 0.0 0.0 0.0 -1.21
C -0.193154 -11.293488 2.902756 0.2 -0.1 0.2 -0.25
C -0.727510 -11.347591 1.467244 0.1 0.1 0.2 -0.40
C 0.305141 -10.935604 0.512294 -0.2 0.0 -0.1 0.28
N 1.118594 -10.597845 -0.224120 0.0 0.0 0.0 -0.52
H 1.847113 -11.934755 2.504843 0.0 0.0 0.0 0.35
H 1.325490 -12.170037 4.166695 0.0 0.0 0.0 0.34
H 0.739037 -13.254686 2.903258 0.0 0.0 0.0 0.33
H 0.095339 -10.269368 3.145744 -0.1 0.0 0.0 0.15
H -0.997794 -11.569343 3.585916 -0.1 0.0 -0.1 0.33
H -1.584117 -10.682740 1.356874 0.0 0.0 -0.1 0.29
H -1.050726 -12.358497 1.215597 0.0 0.0 0.0 0.33